1.
This record from OMol25 describes a structure of composition C45H56BrN5O5Sr. The level of theory is the ωB97M-V functional and the def2-TZVPD basis.

Computed properties:
LUMO level ... 3.9127 eV
E_HOMO ... -0.05 eV
HOMO-LUMO gap ... 4.0 eV

ORCA input file:
```
! wB97M-V def2-TZVPD RIJCOSX def2/J DEFGRID3
* xyz -2 1
Sr 1.88058 0.77245 0.52368
C -5.56911 0.12208 5.23607
C -4.11390 0.15769 5.70828
C -3.88551 1.48208 6.45434
C -3.91326 -1.00535 6.69308
C -3.12946 0.04742 4.54338
C -1.76247 -0.07848 4.78921
C -0.86628 -0.12894 3.74792
Br 0.98198 -0.32314 4.14508
C -1.20853 -0.03518 2.35955
O -0.30510 -0.08739 1.45496
C -2.62636 0.06058 2.12471
C -3.50750 0.10682 3.20545
C -3.26765 0.07059 0.72251
C -2.28272 0.02997 -0.45047
C -4.13444 1.33416 0.56401
C -4.17613 -1.16341 0.57057
H -6.23885 0.16815 6.10138
H -5.78607 -0.79687 4.68278
H -5.80166 0.97211 4.58769
H -4.56240 1.57261 7.31420
H -4.05596 2.32938 5.78434
H -2.85651 1.55030 6.81647
H -4.64946 -0.95542 7.50481
H -2.91767 -0.98258 7.14232
H -4.02413 -1.96449 6.17953
H -1.37787 -0.13391 5.80293
H -4.56546 0.18175 2.97816
H -1.55280 0.82978 -0.41962
H -2.85473 0.09312 -1.38638
H -1.70728 -0.89288 -0.45719
H -3.53398 2.23068 0.73238
H -4.96183 1.35681 1.27761
H -4.55863 1.38114 -0.44618
H -3.58578 -2.07811 0.67648
H -4.64542 -1.16930 -0.42165
H -4.96862 -1.18542 1.32420
N 4.42437 -2.34811 0.19985
C 5.02038 -1.05699 0.39330
C 6.36183 -1.11062 0.77409
C 7.02264 0.16498 0.91045
C 6.36874 1.31610 0.69243
C 4.89440 1.35192 0.34892
N 4.28804 -0.00254 0.15675
C 3.15108 -2.81613 0.24635
C 2.99388 -4.22737 0.14639
C 1.74020 -4.77829 0.15853
C 0.62977 -3.93837 0.27826
C 0.86728 -2.58421 0.38228
N 2.08471 -2.01242 0.36555
H 5.11762 -3.07231 0.21644
H 6.85325 -2.05184 0.99089
H 8.06777 0.19078 1.21068
H 6.86945 2.26788 0.83587
H 4.77605 1.87135 -0.62003
H 3.87786 -4.84884 0.05761
H 1.62114 -5.85283 0.08125
H -0.38319 -4.31967 0.30829
H 0.04429 -1.88703 0.51843
C 4.43442 0.91377 3.31764
O 4.63051 2.14451 2.68643
C 4.04390 2.21360 1.33091
C 4.29070 3.67674 0.98641
H 3.36509 0.64267 3.34114
H 4.78360 1.00381 4.35375
H 4.98807 0.09162 2.84330
H 5.36023 3.96858 1.08383
H 3.73115 4.34470 1.65237
H 3.98557 3.89417 -0.04492
C -0.69594 5.06293 -1.40498
N -0.03593 4.55325 -0.23015
C 1.30399 5.02918 0.05135
C -0.52289 3.47773 0.41391
O 0.02076 2.86085 1.31577
H -0.84994 6.14289 -1.33050
H -1.66560 4.57921 -1.52319
H -0.09952 4.84768 -2.29349
H 1.91215 5.00048 -0.85638
H 1.76412 4.37120 0.78379
H 1.27386 6.05071 0.44300
H -1.52926 3.20936 0.05939
C -2.07163 -5.34027 -3.97764
C -1.20541 -4.28789 -4.62231
C -0.48684 -4.59980 -5.77293
C 0.33461 -3.65061 -6.36115
C 0.45686 -2.39136 -5.80087
C -0.26438 -2.05678 -4.65200
N -0.10823 -0.82733 -4.00861
C 0.19491 0.39568 -4.56723
C -0.01952 0.66953 -5.92871
C 0.28852 1.90690 -6.46504
C 0.82285 2.91183 -5.67181
C 1.00739 2.65774 -4.32044
C 0.68710 1.43717 -3.74200
C 0.90560 1.29490 -2.24264
O 1.35796 2.28746 -1.62125
O 0.63135 0.19237 -1.67263
C -1.12032 -3.00699 -4.06751
C -1.91062 -2.63589 -2.84314
H -1.95334 -6.29832 -4.48472
H -3.13079 -5.06838 -4.01291
H -1.81262 -5.47643 -2.92406
H -0.56240 -5.59617 -6.19547
H 0.91081 -3.90167 -7.24369
H 1.14926 -1.67408 -6.22107
H -0.02028 -0.80792 -2.99020
H -0.45340 -0.09315 -6.56137
H 0.10693 2.08258 -7.52041
H 1.08900 3.87168 -6.09538
H 1.42863 3.40582 -3.66171
H -2.11521 -1.56548 -2.81921
H -1.36144 -2.87519 -1.92610
H -2.86497 -3.16388 -2.80429
*
```

2.
This record from OMol25 describes a structure of composition C46H67IrN7O2P. The level of theory is the ωB97M-V functional and the def2-TZVPD basis.

Computed properties:
LUMO level ... -0.7999 eV
E_HOMO ... -7.20 eV
HOMO-LUMO gap ... 6.4 eV

ORCA input file:
```
! wB97M-V def2-TZVPD RIJCOSX def2/J DEFGRID3
* xyz 0 1
Ir -0.97122 0.58511 0.21340
C -1.73960 -2.25725 3.03626
C -2.94201 -2.14640 2.10875
C -3.46006 -0.72018 1.91654
C -2.72175 -2.81485 0.76283
C -3.60226 -3.84894 0.45914
C -3.56499 -4.51858 -0.74797
C -2.67052 -4.09335 -1.70777
C -1.79052 -3.04309 -1.47210
C -0.99372 -2.57383 -2.68089
C -0.02568 -3.63983 -3.19605
C -1.94512 -2.12748 -3.79417
C -1.74594 -2.44385 -0.18782
N -0.73253 -1.45345 0.04801
C 0.52468 -1.77133 -0.36384
O 1.06110 -2.86880 -0.41776
C 1.20737 -0.58760 -1.02624
C 2.37556 -0.61611 -1.77211
C 2.72527 0.50986 -2.50562
C 1.90458 1.64027 -2.51089
C 0.75635 1.61109 -1.75404
N 0.46643 0.51885 -1.04908
C -0.30088 2.68252 -1.62237
O -0.15812 3.76003 -2.15831
N -1.39082 2.25961 -0.87156
C -2.56965 3.06525 -1.06980
C -3.26210 2.90801 -2.28776
C -4.36913 3.70808 -2.53898
C -4.80392 4.64208 -1.61920
C -4.12661 4.77146 -0.42368
C -3.00746 3.99926 -0.12075
C -2.42172 4.21896 1.26373
C -0.89938 4.29091 1.36870
C -3.01814 3.22447 2.26041
C -2.85000 1.92208 -3.36679
C -2.25969 2.64861 -4.58007
C -4.02831 1.04911 -3.80311
H -2.01153 -1.92130 4.04184
H -1.41109 -3.29672 3.10220
H -0.91925 -1.63813 2.68393
H -3.75696 -2.70058 2.58320
H -2.79010 -0.17637 1.23838
H -4.43306 -0.72474 1.42226
H -3.53406 -0.16794 2.85283
H -4.33187 -4.13447 1.20751
H -4.24648 -5.33510 -0.94863
H -2.66999 -4.56795 -2.68154
H -0.42195 -1.68993 -2.41309
H -0.57642 -4.50642 -3.56833
H 0.56159 -3.24474 -4.02881
H 0.65248 -3.97017 -2.41161
H -2.50334 -2.97033 -4.20621
H -2.66553 -1.40068 -3.42139
H -1.38227 -1.67178 -4.61281
H 2.96616 -1.52189 -1.76935
H 3.63420 0.50562 -3.09239
H 2.13325 2.52842 -3.08341
H -4.89507 3.60318 -3.47988
H -5.66271 5.26541 -1.83240
H -4.46587 5.49684 0.30721
H -2.79390 5.20507 1.55750
H -0.44022 3.30542 1.29996
H -0.47580 4.92638 0.58879
H -0.62640 4.70918 2.34080
H -2.63584 2.21361 2.09920
H -2.76715 3.51330 3.28278
H -4.10539 3.19205 2.17357
H -2.08870 1.25415 -2.95959
H -3.02198 3.27187 -5.05387
H -1.42870 3.29382 -4.29980
H -1.91232 1.92686 -5.32330
H -4.81012 1.64396 -4.27872
H -3.69639 0.31017 -4.53267
H -4.47288 0.52420 -2.95584
N -0.14741 0.33876 1.96914
P 1.05158 0.67977 2.89122
N 2.13450 -0.54297 3.24803
C 1.67859 -1.82431 3.78299
C 1.84080 -2.95868 2.78341
C 3.27431 -3.02824 2.26661
C 3.73179 -1.66712 1.74894
C 3.52273 -0.59089 2.81064
N 0.51172 1.14496 4.39489
C 0.93805 0.63984 5.69214
C -0.18297 -0.11201 6.40347
C -1.42624 0.76780 6.50917
C -1.82393 1.30977 5.13887
C -0.64672 2.02054 4.48509
N 2.04988 1.94019 2.42181
C 2.30929 2.18884 1.00364
C 3.61175 2.95369 0.81203
C 3.58098 4.31135 1.52151
C 2.77094 4.23251 2.82499
C 2.75520 2.80784 3.36230
H 0.63918 -1.73402 4.09209
H 2.26696 -2.04204 4.68750
H 1.15516 -2.79618 1.95054
H 1.55454 -3.90492 3.25023
H 3.35592 -3.78476 1.48490
H 3.94113 -3.33352 3.08296
H 3.15094 -1.40052 0.86255
H 4.78473 -1.69920 1.45439
H 3.82228 0.38987 2.44639
H 4.15167 -0.82343 3.68269
H 1.21709 1.50706 6.31083
H 1.83272 0.03462 5.57319
H 0.15585 -0.42811 7.39315
H -0.42559 -1.01652 5.83965
H -1.21131 1.61102 7.17643
H -2.25312 0.21504 6.95983
H -2.67078 1.99442 5.23193
H -2.12741 0.49020 4.48190
H -0.37210 2.90545 5.08040
H -0.89937 2.36096 3.48515
H 1.48910 2.76215 0.55356
H 2.37787 1.23482 0.47529
H 3.79395 3.08039 -0.25710
H 4.43488 2.34446 1.19677
H 3.15169 5.06821 0.86193
H 4.60452 4.62740 1.73362
H 1.73573 4.53085 2.64456
H 3.17475 4.91428 3.57545
H 2.24609 2.75644 4.32275
H 3.78710 2.46310 3.52942
*
```

3.
This record from OMol25 describes a structure of composition C30H45IrN9OPS2. The level of theory is the ωB97M-V functional and the def2-TZVPD basis.

Computed properties:
ΔE to the lowest compared entry with this formula, charge and spin ... 32.7 kcal per mole
LUMO level (alpha / beta) ... -7.7171 / -9.8822 eV
E_HOMO (alpha / beta) ... -15.04 / -15.46 eV
HOMO-LUMO gap (alpha / beta) ... 7.3 / 5.6 eV
Expectation value of S² ... 8.7753

ORCA input file:
```
! wB97M-V def2-TZVPD RIJCOSX def2/J DEFGRID3
* xyz 3 6
Ir 1.09870 0.96554 0.69625
C 0.04318 -2.25696 3.91684
C 0.91536 -1.79877 2.78642
N 0.66789 -0.69051 2.19139
N -0.38655 0.09118 2.61900
C 0.04341 1.24713 3.13586
S 1.67575 1.80042 2.91323
S -1.03433 2.31491 3.92149
C -2.55126 1.32369 4.17587
C -3.58404 1.41027 3.08568
C -4.52863 2.43334 3.11311
C -5.55897 2.46643 2.18462
C -5.65586 1.47501 1.21755
C -4.71015 0.45885 1.17552
C -3.67647 0.42848 2.10138
C 2.16414 -2.54176 2.47804
C 2.83071 -3.05597 3.59178
C 4.10323 -3.59513 3.49365
C 4.74497 -3.63548 2.26734
C 4.08642 -3.17009 1.14111
C 2.80116 -2.64192 1.23132
O 2.32158 -0.46422 -0.18619
H -1.00189 -2.08280 3.66203
H 0.25252 -1.67631 4.81890
H 0.19847 -3.30924 4.13682
H -2.94419 1.73796 5.10465
H -2.24527 0.29817 4.37274
H -4.48524 3.18601 3.89110
H -6.30344 3.24900 2.23653
H -6.47825 1.48320 0.51530
H -4.80003 -0.33103 0.44193
H -2.96638 -0.38711 2.09579
H 2.36489 -2.99893 4.56501
H 4.59527 -3.96936 4.38059
H 5.74564 -4.03555 2.18296
H 4.58527 -3.23143 0.18268
C 2.02126 -4.81851 -2.57055
N 2.02947 -3.29440 -2.82030
C 0.55568 -2.83046 -2.87281
N -0.08319 -3.18105 -1.66242
C -0.08884 -4.62156 -1.46614
N 1.26828 -5.15385 -1.40743
C 1.89589 -5.09887 -0.17517
P 2.04742 -1.98194 -0.25059
C 2.80296 -2.41356 -1.88545
C 0.24846 -2.32307 -0.53305
H 3.04865 -5.17209 -2.51059
H 1.54075 -5.22691 -3.46042
H 2.45129 -3.15401 -3.74263
H 0.10850 -3.35306 -3.71844
H 0.56476 -1.75270 -3.03827
H -0.61107 -5.06864 -2.31277
H -0.61555 -4.88382 -0.55270
H 2.93108 -5.41393 -0.15136
H 1.28188 -5.35849 0.67706
H 3.83012 -2.76855 -1.80198
H 2.82058 -1.42416 -2.34796
H -0.15328 -1.32433 -0.74099
H -0.23784 -2.69994 0.36593
C 0.04438 1.66804 -5.69068
C -0.71180 2.07648 -4.42355
C -0.35035 1.25215 -3.26463
N -0.06596 0.60310 -2.35797
H -0.19977 2.36062 -6.49254
H -0.24358 0.66933 -6.01244
H 1.12133 1.69703 -5.53459
H -1.79050 1.98908 -4.56456
H -0.50638 3.11610 -4.16413
C 0.80644 5.00667 -1.94947
N 0.77731 4.08787 -0.81185
C 2.07516 3.72094 -0.26212
C -0.35559 3.51424 -0.37124
N -0.31823 2.39768 0.36280
N -1.54336 4.07732 -0.67738
C -2.76993 3.29659 -0.54818
C -1.75167 5.52702 -0.56067
H 1.58017 4.67522 -2.64209
H 1.03835 6.02493 -1.63805
H -0.15163 5.00384 -2.46016
H 2.83154 4.36333 -0.70451
H 2.36129 2.68365 -0.52156
H 2.09947 3.84660 0.81855
H -1.22768 2.16620 0.74658
H -3.12933 3.26750 0.48567
H -2.61960 2.28102 -0.91047
H -3.53832 3.76730 -1.15780
H -0.82482 6.03514 -0.32003
H -2.45817 5.71041 0.25022
H -2.16360 5.93551 -1.48233
*
```

4.
This record from OMol25 describes a cluster of 4 separate species, C14H25Cl2N3 in total. The level of theory is the ωB97M-V functional and the def2-TZVPD basis.

Computed properties:
ΔE to the lowest compared entry with this formula, charge and spin ... 7.2 kcal per mole
LUMO level ... 0.1538 eV
SMILES string ... CCCC#N.CCCC#N.CCCC#N.ClCCCl
E_HOMO ... -10.65 eV
HOMO-LUMO gap ... 10.8 eV

ORCA input file:
```
! wB97M-V def2-TZVPD RIJCOSX def2/J DEFGRID3
* xyz 0 1
C -2.93063 -1.56549 3.47501
C -1.90930 -1.46401 2.34643
C -1.15599 -2.77646 2.10792
C -1.99491 -3.98115 2.05042
N -2.63030 -4.93799 2.01468
H -3.34649 -0.58747 3.72652
H -2.43652 -1.90530 4.38761
H -3.76706 -2.20091 3.19615
H -1.15111 -0.69517 2.48609
H -2.45467 -1.23995 1.42346
H -0.42133 -2.92176 2.90381
H -0.60073 -2.77498 1.16657
C -1.43481 0.39731 -2.70903
C -2.07814 0.15837 -1.35567
C -2.23287 1.44290 -0.53115
C -0.95966 2.11131 -0.31626
N 0.04752 2.63241 -0.14192
H -1.42456 -0.51127 -3.31057
H -0.40801 0.75740 -2.59827
H -1.89703 1.16397 -3.33677
H -1.44621 -0.51217 -0.76918
H -3.04910 -0.32618 -1.45263
H -2.65289 1.24874 0.45904
H -2.86275 2.22274 -0.97282
C 2.40078 -1.23332 -2.89475
C 1.20516 -2.12137 -2.55836
C 1.53489 -3.35872 -1.70412
C 2.76946 -4.04112 -2.07632
N 3.73922 -4.56402 -2.38739
H 2.62839 -0.57091 -2.05689
H 2.10649 -0.55410 -3.69758
H 3.27018 -1.81468 -3.19001
H 0.72715 -2.48438 -3.47204
H 0.46095 -1.50596 -2.05655
H 0.77033 -4.13335 -1.81945
H 1.57018 -3.07574 -0.65063
Cl 0.92019 6.53165 2.42294
C 2.09430 5.69567 1.36962
C 3.41339 5.46220 2.10153
Cl 4.40569 6.95814 2.09415
H 2.28772 6.35994 0.53412
H 1.62900 4.75899 1.07822
H 4.03000 4.74314 1.57310
H 3.23404 5.21310 3.14101
*
```

In the order shown, the computed max |F| values come out to 0.0142; 0.0105; 0.0144; 0.0191 Eh/bohr.
In the order shown, the computed calculated total energy values come out to -5003.21594; -2772.57015; -2979.20992; -1633.06559 Ha.